The following is a DFT calculation (ωB97M-V/def2-TZVPD) of C30H41HgN6OPSSi2 as an isolated structure at a distorted geometry.

Cartesian coordinates (Å):
Hg -0.1152 -0.5206 -0.2761
C -2.1851 -4.4730 3.3497
N -1.3433 -4.0737 2.2604
C -0.8751 -4.8656 1.2333
C -0.1544 -4.0410 0.4188
N -0.1528 -2.7729 0.9181
C -0.8657 -2.7943 2.0431
P -1.4441 -1.3808 3.0432
C 0.1719 -0.4786 2.8021
N 0.8260 -0.2491 1.6760
C 1.9505 0.4484 2.0052
C 1.9902 0.6496 3.3548
N 0.8574 0.0576 3.8553
C 0.4510 0.0309 5.2423
C -2.3264 -0.0202 2.1820
N -1.8873 0.7675 1.1945
C -2.9432 1.5393 0.8127
C -4.0510 1.2224 1.5419
N -3.6654 0.2173 2.3974
C -4.4906 -0.4192 3.3853
H -2.3393 -5.5507 3.3199
H -3.1529 -3.9624 3.2867
H -1.7321 -4.2004 4.3057
H -1.0930 -5.9190 1.1806
H 0.3578 -4.2799 -0.5009
H 2.6588 0.7692 1.2574
H 2.6997 1.1567 3.9865
H 1.1701 0.5957 5.8340
H 0.4092 -0.9935 5.6119
H -0.5355 0.4764 5.3601
H -2.8413 2.2964 0.0513
H -5.0582 1.6047 1.5337
H -5.5244 -0.1058 3.2447
H -4.1724 -0.1610 4.3985
H -4.4278 -1.5063 3.2815
C -3.6697 -0.1959 -2.2766
Si -2.2372 -1.2444 -1.5325
C -3.1545 -2.7997 -0.8648
C -1.3676 -1.9454 -3.1199
C -2.1819 -2.6402 -4.0220
C -1.6945 -3.1923 -5.1953
C -0.3495 -3.0423 -5.5043
C 0.4748 -2.3676 -4.6192
C 0.0085 -1.8219 -3.4162
Si 1.3575 -0.9915 -2.2952
C 2.7332 -2.3253 -2.2263
C 2.0295 0.3612 -3.4908
H -4.3071 -0.7996 -2.9289
H -3.2810 0.6396 -2.8650
H -4.2954 0.2203 -1.4828
H -4.1057 -2.9838 -1.3738
H -3.3578 -2.6845 0.2049
H -2.5268 -3.6836 -0.9812
H -3.2375 -2.7601 -3.7942
H -2.3541 -3.7356 -5.8634
H 0.0531 -3.4539 -6.4234
H 1.5252 -2.2646 -4.8775
H 2.9693 -2.7371 -3.2105
H 2.4198 -3.1502 -1.5828
H 3.6527 -1.9132 -1.8023
H 2.5601 -0.0851 -4.3363
H 2.7218 1.0460 -2.9911
H 1.2032 0.9548 -3.8887
C 5.9287 6.2759 -0.2365
C 4.7146 5.4081 -0.0418
C 3.7830 5.6821 0.9562
C 2.6629 4.8817 1.1193
C 2.4571 3.7985 0.2836
C 3.3968 3.4862 -0.6927
C 4.5057 4.2957 -0.8561
S 0.9929 2.7677 0.5656
C 0.2405 3.1175 -1.0661
O 0.1962 3.5120 1.5631
H 5.8547 7.1918 0.3488
H 6.0459 6.5461 -1.2869
H 6.8349 5.7498 0.0714
H 3.9385 6.5334 1.6089
H 1.9232 5.0846 1.8845
H 3.2546 2.6149 -1.3229
H 5.2293 4.0689 -1.6316
H 0.0186 4.1817 -1.1240
H -0.6702 2.5225 -1.1287
H 0.9377 2.8128 -1.8455

charge	-1
Kohn-Sham gap (alpha / beta)	3.62 / 5.02	eV
molar mass	821.5	g mol⁻¹
LUMO level (alpha / beta)	2.36 / 2.36	eV
highest occupied orbital energy (alpha / beta)	-0.046 / -0.098	Ha
expectation value of S²	0.76
2S+1	2

Atom charges from the Löwdin analysis, given in e for atoms 1 to 5: number 1, Hg, carries 0.7192; number 2, C, carries -0.0879; number 3, N, carries -0.1600; number 4, C, carries -0.1016; number 5, C, carries -0.1778



The following is a DFT calculation (ωB97M-V/def2-TZVPD) of C30H42BeN4OP2 as an isolated structure at a distorted geometry.

Cartesian coordinates (Å):
Be 0.5343 -2.1791 3.8970
C -1.6983 3.3537 3.7790
C -1.9139 2.1994 3.1322
C -1.2383 1.6406 1.9143
C 0.0200 0.7273 1.9872
C 1.3155 1.4399 2.2514
C 1.4724 2.6524 2.7792
C 0.5599 3.8482 2.6819
C -0.3778 4.0606 3.9013
C 1.8813 -3.1915 4.2764
H -2.4795 3.7622 4.4222
H -2.7185 1.5599 3.4976
H -0.9892 2.4545 1.2377
H -2.0264 1.0577 1.4131
H -0.1384 -0.1128 2.6922
H 0.1239 0.2467 1.0039
H 2.1845 0.7776 2.1817
H 2.4286 2.9036 3.2489
H -0.0237 3.8036 1.7604
H 1.2293 4.7190 2.5811
H 0.1366 3.6559 4.7807
H -0.4557 5.1372 4.0973
H 2.0780 -3.0870 5.3575
H 2.8295 -3.0671 3.7248
H 1.5645 -4.2295 4.0467
P 1.6198 -1.1646 -2.4300
P -1.7410 -0.9805 -2.3286
N 2.9680 -0.0857 -2.6569
N 2.3454 -2.4704 -3.4671
N -1.8681 0.7992 -2.3530
N -3.3792 -1.2673 -2.9381
C 0.6003 -0.4285 -3.7854
C -0.8009 -1.0514 -3.9233
C 3.8683 0.2289 -1.6309
C 4.8999 0.9928 -2.1616
C 4.6405 1.1460 -3.5625
C 3.4507 0.4867 -3.8377
C 2.4939 -3.7859 -3.0198
C 2.9560 -4.5692 -4.0738
C 3.1042 -3.7112 -5.2064
C 2.7275 -2.4335 -4.8080
C -1.4883 1.5157 -1.2166
C -1.5170 2.8771 -1.4917
C -1.8906 3.0100 -2.8624
C -2.0564 1.7283 -3.3731
C -4.1498 -0.5926 -3.8962
C -5.2909 -1.3409 -4.1689
C -5.2224 -2.5316 -3.3636
C -4.0464 -2.4712 -2.6287
H 1.1036 -0.5741 -4.7483
H 0.5351 0.6527 -3.5740
H -1.3643 -0.5170 -4.7036
H -0.7557 -2.1159 -4.2137
H 3.6775 -0.1097 -0.6227
H 5.7441 1.4013 -1.6280
H 5.2408 1.6639 -4.2954
H 2.9035 0.4022 -4.7627
H 2.2576 -4.0432 -1.9981
H 3.1581 -5.6286 -4.0536
H 3.4378 -3.9687 -6.1999
H 2.6949 -1.5158 -5.3757
H -1.1995 0.9688 -0.3348
H -1.3051 3.6881 -0.8020
H -2.0346 3.9231 -3.4237
H -2.2612 1.4022 -4.3827
H -3.8512 0.3638 -4.2882
H -6.0743 -1.0643 -4.8591
H -5.9565 -3.3255 -3.3422
H -3.6132 -3.1524 -1.9092
C -2.0122 -0.3055 6.0509
C -0.6072 -0.6104 5.5882
C 0.2688 -0.9085 6.7910
O -0.6040 -1.5727 4.5590
H -2.4629 -1.0997 6.6562
H -2.6868 -0.0714 5.2257
H -1.9454 0.5797 6.6909
H -0.2751 0.3463 5.1542
H -0.0998 -1.7438 7.4055
H 1.3107 -1.0872 6.5088
H 0.2543 -0.0113 7.4259

Kohn-Sham gap	8.38	eV
molar mass	545.7	g mol⁻¹
LUMO level	0.07	eV
highest occupied orbital energy	-0.305	Ha

Atom charges from the Löwdin analysis, given in e for atoms 1 to 5: number 1, Be, carries 0.4324; number 2, C, carries -0.1011; number 3, C, carries -0.0932; number 4, C, carries -0.2040; number 5, C, carries -0.1760



The following is a DFT calculation (ωB97M-V/def2-TZVPD) of C30H42Cl4KN3O6SSeSi2 as an isolated structure at a distorted geometry.

Cartesian coordinates (Å):
K -0.5731 0.0583 -1.1209
O -4.2932 -0.9480 0.5631
Cl -3.1351 -1.1972 -0.2599
O -3.2962 -2.4103 -1.0147
O -1.9477 -1.2951 0.5889
O -2.9239 -0.0720 -1.1618
C 0.2244 -0.3588 3.0930
Si 1.6416 -0.8597 1.8901
C 1.3162 -2.7345 1.6698
N 1.6432 -3.4514 0.4287
C 0.5441 -3.5001 -0.5319
C 0.7936 -4.6231 -1.5550
C 2.2929 -4.9340 -1.6489
C 3.0591 -3.6145 -1.5939
C 2.8827 -2.9829 -0.2030
C 3.2024 -0.5869 2.9347
C 4.1584 -1.5718 3.1899
C 5.3194 -1.2936 3.9030
C 5.5607 -0.0070 4.3652
C 4.6239 0.9917 4.1284
C 3.4619 0.6965 3.4283
C 0.1455 -1.2090 4.3318
C 0.9796 -0.9869 5.4326
C 0.9552 -1.8272 6.5381
C 0.0835 -2.9091 6.5806
C -0.7659 -3.1323 5.5049
C -0.7389 -2.2902 4.4008
H 0.3688 0.6940 3.3583
H -0.6978 -0.4609 2.5126
H 0.2431 -2.8584 1.8451
H 1.8105 -3.2386 2.5141
H 0.4228 -2.5469 -1.0634
H -0.3876 -3.6747 0.0044
H 0.4254 -4.2928 -2.5302
H 0.2439 -5.5266 -1.2777
H 2.5116 -5.4883 -2.5652
H 2.5936 -5.5519 -0.7994
H 2.6653 -2.9434 -2.3611
H 4.1213 -3.7583 -1.8030
H 2.8979 -1.8873 -0.2951
H 3.7161 -3.2701 0.4503
H 3.9957 -2.5812 2.8246
H 6.0388 -2.0812 4.0966
H 6.4756 0.2200 4.9002
H 4.7974 1.9993 4.4895
H 2.7329 1.4855 3.2671
H 1.6732 -0.1543 5.4077
H 1.6270 -1.6386 7.3680
H 0.0650 -3.5672 7.4414
H -1.4600 -3.9650 5.5262
H -1.4116 -2.4681 3.5675
C -0.7244 6.3952 0.0842
C 0.1765 5.1899 0.3614
C -0.5083 4.0717 1.1437
S -1.6072 3.0835 0.1131
O -2.7243 3.9817 -0.3322
C -2.2326 2.0607 1.4791
C -3.3544 2.7066 2.2906
C -4.7180 2.6019 1.6053
H -0.2102 7.1246 -0.5462
H -1.0015 6.8917 1.0198
H -1.6401 6.0833 -0.4161
H 1.0530 5.5088 0.9307
H 0.5502 4.7786 -0.5811
H -1.0932 4.4577 1.9836
H 0.2389 3.3584 1.4982
H -1.3564 1.8243 2.0841
H -2.5918 1.1357 1.0307
H -3.1204 3.7566 2.4884
H -3.3943 2.1946 3.2549
H -4.7050 3.1376 0.6585
H -5.5018 3.0257 2.2392
H -4.9592 1.5555 1.4053
Se 2.9673 2.5888 0.7495
C 3.3350 3.3610 -0.9352
C 2.9866 2.7489 -2.1318
C 3.2909 3.3993 -3.3194
N 3.8993 4.5875 -3.3971
C 4.2360 5.1552 -2.2359
C 3.9882 4.5932 -0.9964
H 2.5012 1.7831 -2.1427
H 3.0257 2.9344 -4.2627
H 4.7431 6.1139 -2.3050
H 4.3026 5.0958 -0.0888
O 2.5813 0.8443 -0.0054
N 1.5133 0.1300 0.4995
Cl 2.7336 -0.6123 -4.2061
Si 0.5648 -0.8145 -4.1240
Cl 0.1071 1.2605 -3.6498
Cl 0.2068 -0.7155 -6.2841

charge	-2
Kohn-Sham gap	6.13	eV
molar mass	888.8	g mol⁻¹
LUMO level	3.75	eV
highest occupied orbital energy	-0.087	Ha
ΔE to the lowest compared entry with this formula, charge and spin	273.70	kJ/mol

Atom charges from the Löwdin analysis, given in e for atoms 1 to 5: number 1, K, carries 0.4695; number 2, O, carries -0.3387; number 3, Cl, carries 0.6375; number 4, O, carries -0.3250; number 5, O, carries -0.4476



> Among the records above, which one has the highest molar mass?

C30H42Cl4KN3O6SSeSi2



> The highest molar mass belongs to which entry?

C30H42Cl4KN3O6SSeSi2



> Which formula does entry 2 have?

C30H42BeN4OP2



> Look up the molar mass of the second one.

545.7 g mol⁻¹